# 1
{
  "formula": "C6H6O",
  "method": "ωB97M-V/def2-TZVPD",
  "symbols": ["C", "C", "H", "H", "H", "C", "C", "O", "H", "C", "H", "H", "C"],
  "positions_angstrom": [[0.0259, -0.3990, -0.4733], [1.3937, 0.2526, -0.4434], [2.1494, -0.4294, -0.0667], [-1.0124, -2.7632, 2.0598], [-0.7683, 1.0196, -2.0493], [-0.7011, -1.8855, 1.5482], [0.4553, 0.8478, 0.4945], [-0.5555, 1.6449, -0.0493], [-2.0021, 0.3720, -0.9113], [-0.3648, -1.2462, 0.5790], [1.6792, 0.9417, -1.2275], [0.6505, 0.9990, 1.5645], [-0.9498, 0.6457, -1.0254]],
  "lowdin_charge": [-0.242, -0.036, 0.127, 0.017, 0.128, 0.106, -0.222, -0.058, 0.128, -0.151, 0.124, 0.169, -0.089],
  "total_charge": 0,
  "lumo_ha": 0.0371,
  "smiles": "C#C[C@@]12CO[C@@H]1C2",
  "relative_energy_kcal_mol": 119.6,
  "gap_ev": 9.0662
}

=====

# 2
{
  "formula": "C5H6N3O3SZr",
  "method": "ωB97M-V/def2-TZVPD",
  "symbols": ["S", "O", "N", "H", "N", "C", "N", "O", "Zr", "H", "C", "O", "H", "H", "H", "C", "C", "C", "H"],
  "positions_angstrom": [[1.1700, -5.2170, -0.2486], [-0.0881, 0.0348, -2.2362], [-2.0564, 0.0783, 0.8992], [-2.7149, -0.5069, 1.4114], [-0.0053, -2.7303, -0.4462], [-0.9913, 0.5837, 1.8512], [0.7134, 0.4974, 0.1143], [1.5938, 1.1614, -3.2933], [-0.6214, -0.8575, -0.6409], [1.5547, 2.2406, -0.7286], [0.5170, -3.8262, -0.3614], [0.1844, 2.5237, 1.1299], [-2.5990, 0.8826, 0.5822], [-0.5527, -0.2811, 2.3523], [2.6030, 0.8172, -0.8053], [0.0591, 1.3344, 1.0136], [1.5725, 1.1614, -0.8837], [1.0667, 0.8347, -2.2957], [-1.4054, 1.2686, 2.5858]],
  "lowdin_charge": [0.860, -0.260, -0.071, 0.119, -0.225, -0.119, -0.149, 0.198, 1.856, 0.138, -0.918, 0.132, 0.126, 0.129, 0.144, -0.532, -0.077, -0.489, 0.138],
  "total_charge": 1,
  "lumo_ha": -0.1897,
  "relative_energy_kcal_mol": 6.3,
  "gap_ev": 8.2185
}

=====

# 3
{
  "formula": "C4H11PS",
  "method": "ωB97M-V/def2-TZVPD",
  "symbols": ["H", "C", "C", "H", "H", "H", "H", "H", "S", "H", "H", "P", "H", "C", "C", "H", "H"],
  "positions_angstrom": [[1.0657, 2.6050, -0.6375], [1.0413, 0.6311, 1.2335], [0.1529, 0.5299, -1.6849], [0.3045, 1.1539, 1.8418], [0.9405, 0.3786, -2.3653], [-0.6807, 0.0743, -2.1795], [-2.2074, -0.1940, -0.5380], [1.7344, -0.1060, 1.6929], [-0.1886, 2.2406, -1.1176], [-0.4009, -2.6806, 0.2418], [-1.9459, -1.1771, 0.9516], [0.1784, -0.4338, 0.0011], [1.6189, 1.4096, 0.6116], [-1.6152, -0.3046, 0.3680], [0.4652, -2.0795, 0.4966], [-1.7765, 0.5550, 1.0505], [1.3135, -2.6023, 0.0335]],
  "lowdin_charge": [-0.115, -0.248, -0.608, 0.041, 0.016, 0.021, 0.038, 0.047, 0.654, -0.049, 0.048, 0.687, 0.012, -0.247, -0.301, 0.042, -0.038],
  "total_charge": 0,
  "lumo_ha": 0.0201,
  "smiles": "C=P(C)(C)CS",
  "relative_energy_kcal_mol": 55.3,
  "gap_ev": 7.8605
}

=====

# 4
{
  "formula": "C3H6N4OS",
  "method": "ωB97M-V/def2-TZVPD",
  "symbols": ["S", "C", "N", "C", "C", "N", "H", "H", "N", "H", "H", "H", "H", "N", "O"],
  "positions_angstrom": [[-0.8195, 2.0121, -0.9449], [-2.2819, 0.8751, -1.0591], [1.7961, -2.4753, 1.1676], [1.3167, 0.7406, -0.0417], [1.0556, -1.4252, 0.7345], [0.0072, 0.9264, -0.1554], [-3.1186, 1.4075, -0.5292], [-1.9604, 0.0130, -0.4849], [-0.1873, -1.2956, 0.6659], [-2.6555, 0.7176, -1.9523], [2.0061, 1.5844, -0.2796], [2.8076, -2.5757, 1.0534], [1.4108, -3.3099, 1.6518], [1.8823, -0.3748, 0.3357], [-1.2594, 3.1796, -0.1619]],
  "lowdin_charge": [0.880, -0.151, 0.114, -0.285, -0.643, -0.217, 0.083, 0.019, 0.236, -0.018, 0.141, 0.105, 0.116, 0.084, -0.465],
  "total_charge": 0,
  "lumo_ha": [-0.0220, -0.0913],
  "relative_energy_kcal_mol": 64.5,
  "gap_ev": [8.7809, 6.5605]
}